Entry i
{
  "formula": "C45H90O45",
  "method": "ωB97M-V/def2-TZVPD",
  "total_charge": 0,
  "homo_lumo_gap_ev": 10.8616,
  "species": ["C", "O", "C", "O", "O", "C", "H", "H", "H", "H", "H", "H", "C", "O", "C", "O", "O", "C", "H", "H", "H", "H", "H", "H", "C", "O", "C", "O", "O", "C", "H", "H", "H", "H", "H", "H", "C", "O", "C", "O", "O", "C", "H", "H", "H", "H", "H", "H", "C", "O", "C", "O", "O", "C", "H", "H", "H", "H", "H", "H", "C", "O", "C", "O", "O", "C", "H", "H", "H", "H", "H", "H", "C", "O", "C", "O", "O", "C", "H", "H", "H", "H", "H", "H", "C", "O", "C", "O", "O", "C", "H", "H", "H", "H", "H", "H", "C", "O", "C", "O", "O", "C", "H", "H", "H", "H", "H", "H", "C", "O", "C", "O", "O", "C", "H", "H", "H", "H", "H", "H", "C", "O", "C", "O", "O", "C", "H", "H", "H", "H", "H", "H", "C", "O", "C", "O", "O", "C", "H", "H", "H", "H", "H", "H", "C", "O", "C", "O", "O", "C", "H", "H", "H", "H", "H", "H", "C", "O", "C", "O", "O", "C", "H", "H", "H", "H", "H", "H", "C", "O", "C", "O", "O", "C", "H", "H", "H", "H", "H", "H"],
  "coordinates": [[1.2412, -3.1347, -3.4825], [0.0809, -4.0013, -3.6667], [0.1585, -5.1034, -2.9131], [1.0461, -5.4435, -2.1939], [-1.0145, -5.7495, -3.1444], [-1.3707, -6.6315, -2.0913], [1.4163, -2.9506, -2.4106], [0.9623, -2.2568, -4.0946], [2.1506, -3.6362, -3.8798], [-0.5273, -7.2896, -1.8734], [-2.2458, -7.1837, -2.4676], [-1.6627, -6.0306, -1.1987], [0.5191, 3.7542, 3.5749], [-0.8770, 3.2986, 3.5881], [-1.0757, 2.0052, 3.8294], [-0.3431, 1.2183, 4.3039], [-2.3576, 1.7723, 3.5067], [-2.6272, 0.3751, 3.2511], [1.0950, 3.1063, 2.9016], [0.9947, 3.6685, 4.5519], [0.4573, 4.7735, 3.1701], [-2.9740, -0.1908, 4.1286], [-1.7233, -0.1006, 2.8643], [-3.3672, 0.2821, 2.4504], [0.0458, 9.0513, 1.9778], [-1.3218, 8.6574, 1.7081], [-1.4958, 7.3283, 1.8545], [-0.6525, 6.5301, 2.1829], [-2.7873, 7.0802, 1.5876], [-3.3016, 5.8008, 1.9410], [0.2765, 8.8245, 3.0119], [-0.0169, 10.1535, 2.0394], [0.6789, 8.6954, 1.1369], [-2.8193, 4.9709, 1.4835], [-4.3194, 5.7694, 1.5289], [-3.1721, 5.6174, 2.9966], [0.0119, -6.6514, 1.9788], [1.3492, -7.0281, 2.0354], [1.6697, -8.2674, 2.5629], [1.0547, -8.9257, 3.3374], [2.9265, -8.5585, 2.1038], [3.4310, -9.8115, 2.5954], [-0.5352, -7.3534, 1.3387], [0.0401, -5.7376, 1.4058], [-0.5480, -6.4907, 2.9214], [4.3242, -10.0609, 2.0322], [2.7176, -10.6486, 2.4357], [3.7378, -9.6853, 3.6352], [1.9592, 5.0855, -0.2157], [0.5583, 4.8617, -0.6960], [-0.1501, 5.8976, -1.0319], [0.0617, 7.0666, -0.8193], [-1.2152, 5.4504, -1.6702], [-2.0954, 6.4605, -2.1871], [2.0079, 5.0147, 0.8578], [2.2276, 6.1211, -0.4729], [2.5326, 4.3268, -0.7229], [-2.9591, 6.6077, -1.5093], [-2.4000, 6.0702, -3.1176], [-1.5325, 7.3696, -2.3119], [1.0211, 1.1883, -6.5570], [2.0412, 0.8120, -5.5792], [1.8301, 0.9988, -4.2642], [2.5352, 0.4889, -3.4458], [0.7839, 1.8794, -4.0327], [0.6142, 2.2289, -2.6644], [1.4259, 0.7377, -7.4964], [0.9354, 2.2749, -6.7032], [0.0732, 0.7396, -6.2703], [1.5780, 1.9804, -2.1600], [-0.0813, 1.5160, -2.2236], [0.3304, 3.3022, -2.6097], [6.3715, 5.0517, -4.3090], [5.8582, 4.1764, -3.2562], [4.5341, 4.3531, -3.0061], [3.8239, 5.1827, -3.5662], [4.0163, 3.4539, -2.1667], [4.8284, 2.3337, -1.7477], [7.3955, 4.7210, -4.5461], [6.2239, 6.0676, -3.9424], [5.8489, 4.8564, -5.2560], [4.5828, 2.1992, -0.7045], [5.8687, 2.5121, -2.0234], [4.4208, 1.3800, -2.0782], [-6.0641, 1.4910, 2.0270], [-6.0902, 0.2454, 1.2955], [-5.7933, -0.8332, 2.0585], [-5.5158, -0.7512, 3.2608], [-6.0267, -2.0118, 1.4951], [-6.2187, -2.0204, 0.0664], [-5.5603, 2.2284, 1.3588], [-5.4532, 1.4980, 2.9454], [-7.1237, 1.8010, 2.3185], [-7.1639, -1.4505, -0.1312], [-6.3155, -3.0744, -0.3201], [-5.3626, -1.4937, -0.3413], [-3.4228, 2.0419, -1.5947], [-3.9036, 3.1490, -0.8576], [-4.4733, 4.1059, -1.6243], [-4.6479, 4.0937, -2.7942], [-4.7449, 5.0194, -0.7177], [-5.5178, 6.0809, -1.2003], [-4.1425, 1.8773, -2.4056], [-3.3542, 1.1771, -0.9470], [-2.4572, 2.3143, -2.0122], [-6.6139, 5.9198, -1.1222], [-5.2494, 6.4324, -2.2044], [-5.2861, 6.8827, -0.4469], [-1.8906, -2.8590, -1.1585], [-1.5977, -3.4379, 0.1831], [-2.4764, -2.9894, 1.0949], [-3.3219, -2.1545, 0.8908], [-2.1248, -3.5922, 2.2632], [-2.9605, -3.0819, 3.3523], [-2.9158, -3.1639, -1.4729], [-1.2155, -3.3181, -1.8832], [-1.8600, -1.7912, -1.0717], [-2.2528, -3.1246, 4.2064], [-3.7864, -3.7397, 3.4533], [-3.2899, -2.0954, 3.0752], [-2.3806, -0.6678, -3.5506], [-3.7477, -0.7513, -3.1076], [-4.6298, -1.4719, -3.7655], [-4.5161, -2.0754, -4.8290], [-5.7072, -1.4352, -2.9531], [-6.8539, -2.1971, -3.3179], [-2.3132, 0.1541, -4.2418], [-2.0216, -1.6138, -3.9808], [-1.7656, -0.3729, -2.7018], [-7.3389, -1.7544, -4.1997], [-7.5495, -2.0592, -2.4907], [-6.5945, -3.2424, -3.5933], [5.2432, -1.7661, -2.0935], [4.0862, -2.5692, -1.6956], [4.2624, -3.5312, -0.7932], [5.3281, -3.9765, -0.4465], [3.0353, -3.9351, -0.3910], [2.9831, -5.2084, 0.2231], [6.0470, -2.4436, -2.3531], [5.4654, -1.1180, -1.2378], [4.9298, -1.2371, -2.9915], [2.8862, -5.0365, 1.3030], [3.8804, -5.8275, 0.0177], [2.1231, -5.7393, -0.1855], [3.4848, 1.5523, 2.5629], [4.5428, 0.6479, 2.8734], [5.0684, -0.0509, 1.8673], [4.8762, 0.1011, 0.7219], [5.8927, -0.8674, 2.4862], [6.6993, -1.7316, 1.6960], [2.5273, 1.0776, 2.8117], [3.2880, 1.7186, 1.4748], [3.6552, 2.4840, 3.1024], [7.0086, -1.2870, 0.7378], [6.1019, -2.6553, 1.5662], [7.5365, -1.9740, 2.3652], [1.5066, -1.8005, 0.8960], [1.0875, -0.5130, 1.3564], [0.1691, 0.1377, 0.6609], [-0.2261, -0.2168, -0.3963], [0.0252, 1.2828, 1.3238], [-0.8149, 2.2944, 0.6493], [0.8284, -2.6241, 1.1884], [2.5133, -1.9749, 1.2337], [1.5389, -1.8227, -0.2070], [-1.8317, 2.0669, 0.8850], [-0.6190, 2.3359, -0.4160], [-0.4589, 3.2202, 1.1090], [3.5465, -5.4374, 4.1087], [2.9203, -4.2218, 3.6805], [2.6427, -3.2957, 4.5813], [2.8046, -3.3895, 5.8024], [2.1586, -2.2581, 3.9095], [1.7157, -1.0914, 4.6672], [2.9852, -5.9657, 4.8920], [4.5229, -5.2672, 4.5191], [3.6946, -6.0464, 3.2128], [1.1495, -0.5877, 3.9096], [2.5739, -0.5037, 4.9851], [1.1215, -1.4150, 5.4889]],
  "mulliken_charge": [0.075, -0.379, 0.617, -0.515, -0.402, -0.403, -0.096, 0.026, 0.366, 0.311, 0.257, 0.028, -0.145, -0.208, 0.601, -0.481, -0.342, 0.132, -0.174, 0.351, 0.059, 0.679, -0.103, -0.401, -0.638, -0.370, 0.732, -0.495, -0.337, -0.279, 0.294, 0.259, 0.218, -0.054, 0.113, 0.436, -0.471, 0.192, 0.454, -0.540, -0.246, -0.740, 0.381, -0.113, 0.299, 0.237, 0.295, 0.299, -0.359, 0.390, 0.535, -0.669, -0.003, -0.880, 0.219, 0.446, -0.292, 0.050, 0.271, 0.522, -0.553, -0.422, 0.777, -0.476, -0.472, 1.316, 0.264, 0.274, 0.200, -0.036, -1.007, -0.148, -0.675, -0.333, 0.536, -0.599, -0.097, -0.194, 0.240, 0.274, 0.293, 0.023, 0.494, 0.025, -0.476, -0.248, 0.926, -0.646, -0.326, -0.360, 0.033, 0.303, 0.278, 0.232, 0.255, 0.102, -0.938, 0.227, 0.395, -0.582, -0.127, -0.872, 0.784, -0.071, 0.278, 0.242, 0.410, 0.263, 0.528, 0.245, 0.480, -0.519, -0.210, -0.063, 0.446, -0.808, -0.255, 0.214, 0.331, -0.436, -0.614, 0.198, 0.506, -0.614, -0.122, -0.789, 0.575, 0.520, -0.349, 0.323, 0.197, 0.331, -0.456, -0.151, 0.784, -0.657, 0.098, -0.632, 0.356, 0.041, 0.099, 0.105, 0.462, 0.159, -0.113, -0.365, 0.633, -0.241, -0.408, -0.511, -0.051, 0.012, 0.417, 0.264, 0.144, 0.302, -0.894, 0.342, -0.335, -0.140, 0.766, 0.369, 0.002, 0.208, 0.334, 0.183, -0.457, -0.390, -0.813, -0.214, 0.465, -0.647, 0.020, -0.347, 0.305, 0.355, 0.214, -0.245, 0.269, 0.450]
}



Entry ii
{
  "formula": "C45H90O45",
  "method": "ωB97M-V/def2-TZVPD",
  "total_charge": 0,
  "homo_lumo_gap_ev": 10.7358,
  "species": ["C", "O", "C", "O", "O", "C", "H", "H", "H", "H", "H", "H", "C", "O", "C", "O", "O", "C", "H", "H", "H", "H", "H", "H", "C", "O", "C", "O", "O", "C", "H", "H", "H", "H", "H", "H", "C", "O", "C", "O", "O", "C", "H", "H", "H", "H", "H", "H", "C", "O", "C", "O", "O", "C", "H", "H", "H", "H", "H", "H", "C", "O", "C", "O", "O", "C", "H", "H", "H", "H", "H", "H", "C", "O", "C", "O", "O", "C", "H", "H", "H", "H", "H", "H", "C", "O", "C", "O", "O", "C", "H", "H", "H", "H", "H", "H", "C", "O", "C", "O", "O", "C", "H", "H", "H", "H", "H", "H", "C", "O", "C", "O", "O", "C", "H", "H", "H", "H", "H", "H", "C", "O", "C", "O", "O", "C", "H", "H", "H", "H", "H", "H", "C", "O", "C", "O", "O", "C", "H", "H", "H", "H", "H", "H", "C", "O", "C", "O", "O", "C", "H", "H", "H", "H", "H", "H", "C", "O", "C", "O", "O", "C", "H", "H", "H", "H", "H", "H", "C", "O", "C", "O", "O", "C", "H", "H", "H", "H", "H", "H"],
  "coordinates": [[1.3899, 5.5259, -1.1927], [0.7098, 4.8105, -2.2715], [0.6385, 5.2690, -3.4947], [1.0448, 6.4133, -3.7770], [0.0703, 4.4079, -4.3133], [0.2563, 4.5058, -5.7723], [0.9966, 5.0901, -0.2743], [1.2976, 6.6050, -1.3154], [2.4517, 5.2974, -1.2851], [-0.2019, 5.4375, -6.1040], [-0.3377, 3.7148, -6.2300], [1.2552, 4.6323, -6.1899], [-0.0795, 0.5856, 4.3221], [-1.4196, 0.2224, 4.0827], [-2.2894, 1.2942, 3.8566], [-2.0920, 2.5216, 3.9708], [-3.4761, 0.7794, 3.5670], [-4.5439, 1.6382, 3.2530], [0.4154, 0.6560, 3.3535], [0.3883, -0.3224, 4.7027], [0.0922, 1.5362, 4.8272], [-5.2011, 1.1863, 2.5100], [-4.2691, 2.5489, 2.7209], [-5.0411, 2.0480, 4.1322], [-1.4350, -2.7887, -3.0489], [-1.9132, -2.8246, -1.6669], [-1.1695, -3.1544, -0.5924], [-0.1317, -3.7368, -0.5989], [-1.9974, -3.0173, 0.4733], [-1.4876, -3.2727, 1.8125], [-1.7163, -1.8183, -3.4579], [-2.0870, -3.4438, -3.6266], [-0.4188, -3.1554, -3.1935], [-0.8316, -4.1427, 1.8413], [-2.3759, -3.3610, 2.4380], [-0.9892, -2.4045, 2.2437], [7.7969, -2.0562, 2.6497], [8.4637, -3.3016, 2.8450], [9.3032, -3.9895, 2.0457], [9.9958, -4.9415, 2.3692], [9.4982, -3.2419, 0.9507], [10.6206, -3.4599, 0.1537], [7.0657, -1.6675, 3.3586], [7.2095, -2.2411, 1.7503], [8.4989, -1.2318, 2.5248], [10.9955, -2.5618, -0.3371], [10.4267, -4.1719, -0.6485], [11.4297, -3.9269, 0.7154], [-7.8041, -5.6065, 3.3659], [-6.6048, -4.8769, 2.9837], [-6.3098, -3.8353, 3.6665], [-6.8894, -3.4199, 4.6655], [-5.1969, -3.3381, 3.0129], [-4.6510, -2.1735, 3.6123], [-7.7214, -6.1639, 4.2990], [-7.9144, -6.4124, 2.6403], [-8.7083, -5.0335, 3.1606], [-3.8312, -2.3796, 4.3006], [-5.3002, -1.6773, 4.3338], [-4.4308, -1.5265, 2.7632], [-3.7067, -1.3445, -6.5321], [-4.2220, -0.1103, -6.0068], [-3.9529, 0.3099, -4.6596], [-3.6598, -0.3855, -3.6827], [-3.9672, 1.6445, -4.6194], [-3.9755, 2.4699, -3.4085], [-4.0880, -2.2783, -6.1190], [-2.6193, -1.3280, -6.4587], [-3.8924, -1.4226, -7.6033], [-3.0232, 2.3935, -2.8839], [-4.7269, 2.0947, -2.7137], [-4.1241, 3.4772, -3.7976], [3.5783, 2.8970, 1.0284], [3.4801, 3.4321, 2.3223], [2.3233, 3.8621, 2.8746], [1.2437, 3.8903, 2.3877], [2.5560, 4.3805, 4.0756], [1.4974, 5.1102, 4.7657], [3.2504, 3.5237, 0.1991], [2.9110, 2.0508, 0.8651], [4.5704, 2.4634, 0.9027], [0.6564, 4.4202, 4.8349], [1.1995, 5.9816, 4.1825], [1.7224, 5.4669, 5.7708], [-1.3726, 5.0294, 1.4620], [-2.3483, 4.7392, 0.5092], [-3.5383, 5.4163, 0.4350], [-3.8036, 6.4525, 1.0473], [-4.2454, 4.8434, -0.5034], [-5.6151, 5.1900, -0.7175], [-1.3611, 6.1171, 1.5330], [-0.4512, 4.5625, 1.1138], [-1.6064, 4.6698, 2.4640], [-6.2105, 5.1302, 0.1936], [-6.0265, 4.3255, -1.2386], [-5.8458, 6.1228, -1.2321], [2.2282, -4.3547, 1.9693], [2.3443, -3.9231, 3.2976], [3.3157, -2.9747, 3.6569], [4.0830, -2.3966, 2.9016], [3.2977, -2.7706, 4.9920], [3.9787, -1.6225, 5.4873], [1.4833, -3.7468, 1.4558], [1.8481, -5.3760, 1.9951], [3.1214, -4.3474, 1.3446], [4.6589, -1.1227, 4.7977], [4.5700, -1.9416, 6.3455], [3.1651, -0.9643, 5.7923], [-1.2287, 1.7189, 0.4746], [-0.1391, 0.9258, 0.7675], [0.4697, 0.2979, -0.2540], [0.0568, 0.1849, -1.4160], [1.5344, -0.3805, 0.2803], [2.2535, -1.3225, -0.4986], [-1.0442, 2.5612, -0.1922], [-1.5842, 2.1811, 1.3955], [-1.9514, 1.1491, -0.1095], [1.5445, -2.0829, -0.8260], [3.0962, -1.8099, -0.0083], [2.6803, -0.7647, -1.3321], [3.9308, -3.0843, -4.9362], [3.4193, -3.6705, -6.0990], [3.9881, -4.8009, -6.6313], [4.9319, -5.4080, -6.2107], [3.4745, -4.9663, -7.8116], [4.0918, -5.7586, -8.7901], [5.0141, -3.1764, -4.8583], [3.4847, -3.5585, -4.0620], [3.7263, -2.0307, -4.7459], [4.9665, -5.2717, -9.2214], [3.3473, -6.0248, -9.5403], [4.3211, -6.7450, -8.3867], [-4.5172, 5.3782, 3.7460], [-5.6931, 4.4805, 3.4209], [-6.8899, 4.9663, 3.3882], [-7.2009, 6.2144, 3.4325], [-7.7908, 3.9267, 3.2852], [-9.1780, 4.0933, 3.5289], [-4.6866, 6.2251, 3.0811], [-3.5668, 4.8748, 3.5683], [-4.3829, 5.5815, 4.8084], [-9.8129, 3.4410, 2.9293], [-9.5166, 5.1292, 3.5139], [-9.5322, 3.9522, 4.5500], [5.9168, -3.1074, -0.2596], [6.1478, -4.5607, -0.0176], [6.5923, -5.2947, -1.0603], [6.8916, -4.8720, -2.1770], [6.7144, -6.5482, -0.7590], [7.2020, -7.4311, -1.7030], [5.2670, -3.0478, -1.1327], [6.8351, -2.5437, -0.4236], [5.3335, -2.6118, 0.5164], [7.9905, -6.9755, -2.3019], [6.4376, -7.8947, -2.3265], [7.7747, -8.2047, -1.1915], [1.7450, 1.6141, -3.5713], [2.8616, 1.0198, -2.8772], [4.0044, 1.6292, -2.7206], [4.2334, 2.8437, -3.0312], [4.8661, 0.7457, -2.0499], [6.1935, 1.2374, -1.8097], [1.3132, 2.2997, -2.8422], [1.1103, 0.7359, -3.6905], [2.0562, 2.2211, -4.4214], [6.3256, 2.3044, -1.9886], [6.9048, 0.7661, -2.4880], [6.4842, 1.0509, -0.7758], [-8.5275, 1.1159, 1.2926], [-7.4453, 0.2390, 1.2037], [-6.5116, 0.3389, 0.3050], [-6.4187, 1.2683, -0.5394], [-5.7421, -0.7807, 0.3529], [-4.7495, -0.9914, -0.6665], [-8.7654, 1.3631, 2.3272], [-9.2998, 0.6371, 0.6907], [-8.2795, 2.0558, 0.7994], [-5.0131, -1.4867, -1.6010], [-3.9808, -1.6244, -0.2231], [-4.2291, -0.0414, -0.7885]],
  "mulliken_charge": [-0.324, 0.007, 0.597, -0.650, -0.130, -0.869, -0.211, 0.408, 0.269, 0.377, 0.271, 0.339, -0.520, -0.224, 0.781, -0.665, -0.212, -0.105, 0.124, 0.239, 0.298, -0.121, -0.025, 0.398, -0.585, -0.300, 0.774, -0.649, -0.128, -0.554, 0.070, 0.264, 0.415, 0.383, 0.059, 0.185, 0.182, -0.364, 0.838, -0.592, -0.247, -0.780, 0.101, -0.251, 0.300, 0.268, 0.274, 0.352, -0.723, -0.300, 0.628, -0.588, -0.144, -0.772, 0.298, 0.277, 0.304, 0.424, 0.494, 0.095, -0.630, -0.340, 0.630, -0.407, -0.398, -0.153, 0.275, 0.303, 0.264, 0.146, 0.149, 0.215, -0.112, -0.420, 0.604, -0.156, -0.414, -0.408, 0.118, 0.008, 0.253, 0.064, 0.268, 0.256, -0.187, 0.223, 0.420, -0.672, 0.007, -0.486, 0.694, -0.665, 0.039, 0.085, 0.177, 0.323, -0.066, -0.359, 0.797, -0.481, -0.359, -0.611, -0.075, 0.348, 0.051, 0.279, 0.257, 0.251, 0.015, 0.211, 0.182, -0.464, 0.113, 0.754, 0.099, -0.265, 0.036, 0.016, -0.547, -0.161, -0.638, -0.295, 0.740, -0.547, -0.338, -0.675, 0.352, 0.290, 0.265, 0.286, 0.252, 0.311, -0.408, -0.056, 0.632, -0.647, -0.211, -0.854, 0.415, -0.219, 0.367, 0.258, 0.395, 0.324, -0.779, -0.233, 0.846, -0.607, -0.351, -0.727, 0.364, 0.417, 0.084, 0.317, 0.282, 0.294, -0.484, -0.129, 0.573, -0.676, 0.015, -0.896, -0.061, 0.112, 0.541, 0.361, 0.286, 0.283, -0.705, -0.279, 0.815, -0.652, -0.186, -0.298, 0.184, 0.358, 0.311, 0.307, 0.016, 0.148]
}



Name the most stable of them. entry i.